1.
This record from OMol25 describes a single C4H5NO2 molecule. The level of theory is the ωB97M-V functional and the def2-TZVPD basis.

Results
electronic energy: -9809.9474 eV
largest force on an atom: 0.007 hartree/bohr
molar mass: 99.09 u
total charge: 0
highest occupied orbital energy (alpha / beta): -7.67 / -7.66 eV

CARTESIAN COORDINATES (ANGSTROEM)
H -2.238 -0.789 -1.304
N -0.516 -0.107 -0.167
C 0.700 -0.575 0.005
C -1.769 -0.242 -0.501
H -1.038 1.871 -0.842
O 1.638 1.459 0.768
O 0.944 -1.878 -0.346
C 1.748 0.265 0.536
H 2.695 -0.285 0.709
H -1.551 1.490 0.885
C -1.320 1.111 -0.111
H 0.391 -2.452 0.203



2.
This record from OMol25 describes a single C4H5NO2 molecule. The level of theory is the ωB97M-V functional and the def2-TZVPD basis.

Results
electronic energy: -9813.7962 eV
largest force on an atom: 0.015 hartree/bohr
molar mass: 99.09 u
SMILES: O=C1CCN=CO1
total charge: 0
highest occupied orbital energy: -10.70 eV

CARTESIAN COORDINATES (ANGSTROEM)
C -0.658 0.557 0.833
C 0.603 -0.310 0.831
O 0.357 0.119 -1.564
C 1.232 -0.270 -0.564
H -1.189 0.552 1.789
O 2.371 -0.481 -0.861
H -1.493 -0.454 -2.208
N -1.556 0.075 -0.212
H -0.388 1.600 0.616
H 0.330 -1.330 1.140
H 1.376 0.038 1.519
C -0.982 -0.096 -1.318



3.
This record from OMol25 describes a molecular structure, C4H5NO2. The level of theory is the ωB97M-V functional and the def2-TZVPD basis.

Results
electronic energy: -9808.1518 eV
largest force on an atom: 0.173 hartree/bohr
molar mass: 99.09 u
total charge: 0
highest occupied orbital energy: -9.58 eV

CARTESIAN COORDINATES (ANGSTROEM)
C 0.290 -2.028 0.252
H -1.003 1.842 0.517
C 0.196 0.019 0.291
C -0.328 -1.015 -0.409
N 0.656 -0.286 1.535
H -0.588 -0.767 -1.383
O 0.743 -1.572 1.380
O -0.125 1.330 -1.419
H 0.448 -3.161 0.367
H -1.082 2.237 -1.580
H 0.938 1.941 0.445
C -0.145 1.457 0.004



4.
This record from OMol25 describes a single C4H5NO2 molecule. The level of theory is the ωB97M-V functional and the def2-TZVPD basis.

Results
electronic energy: -9813.4409 eV
largest force on an atom: 0.041 hartree/bohr
molar mass: 99.09 u
SMILES: Cc1cnc(O)o1
total charge: 0
highest occupied orbital energy: -8.56 eV

CARTESIAN COORDINATES (ANGSTROEM)
O -0.579 -0.721 0.096
N -1.464 1.326 0.121
C 1.839 -0.471 0.041
H 2.000 -1.045 0.958
H 1.829 -1.229 -0.831
C 0.481 0.202 0.051
C -1.642 0.044 0.072
H 0.414 2.349 -0.206
O -2.832 -0.528 -0.035
C -0.091 1.425 -0.008
H -2.698 -1.507 -0.052
H 2.743 0.154 -0.207



5.
This record from OMol25 describes a single C4H5NO2 molecule. The level of theory is the ωB97M-V functional and the def2-TZVPD basis.

Results
electronic energy: -9809.4891 eV
largest force on an atom: 0.007 hartree/bohr
molar mass: 99.09 u
total charge: 0
highest occupied orbital energy (alpha / beta): -8.14 / -8.15 eV

CARTESIAN COORDINATES (ANGSTROEM)
H 0.247 0.573 2.103
O -2.393 0.995 0.101
N 1.519 -0.049 0.578
H -0.990 -0.025 -2.179
H 0.415 1.730 0.696
C -1.441 0.247 -0.062
H 2.216 -1.593 -0.587
C -0.695 -0.172 -1.147
C 0.492 0.702 1.048
O 0.284 -1.174 -1.020
H -0.914 -0.208 0.897
C 1.397 -0.932 -0.318



6.
This record from OMol25 describes a single C4H5NO2 molecule. The level of theory is the ωB97M-V functional and the def2-TZVPD basis.

Results
electronic energy: -9812.8026 eV
largest force on an atom: 0.030 hartree/bohr
molar mass: 99.09 u
SMILES: Cc1coc(=O)[nH]1
total charge: 0
highest occupied orbital energy: -8.49 eV

CARTESIAN COORDINATES (ANGSTROEM)
C -0.768 -0.957 0.192
H 0.001 2.017 -0.200
C 1.435 -0.397 -0.932
C 0.193 -0.095 -0.162
H 1.167 -0.541 -1.986
N -0.217 1.156 0.298
H 1.853 -1.340 -0.568
C -1.398 0.811 1.098
H 2.204 0.378 -0.870
O -1.745 1.245 2.152
O -1.947 -0.279 0.531
H -0.777 -1.999 0.446



7.
This record from OMol25 describes a single C4H5NO2 molecule. The level of theory is the ωB97M-V functional and the def2-TZVPD basis.

Results
electronic energy: -9810.6730 eV
largest force on an atom: 0.026 hartree/bohr
molar mass: 99.09 u
total charge: 0
highest occupied orbital energy (alpha / beta): -7.68 / -7.75 eV

CARTESIAN COORDINATES (ANGSTROEM)
O 1.560 1.689 1.020
H 0.546 -2.134 -1.457
H -1.962 0.994 -0.770
C 0.431 -0.882 0.538
C 0.191 -1.298 -0.877
C 0.457 1.585 0.533
H 1.470 -0.732 0.840
O -0.911 -0.705 -1.277
H -0.080 -1.558 1.254
N -0.269 0.407 0.503
H -0.100 2.435 0.092
C -1.335 0.198 -0.398



8.
This record from OMol25 describes 2 unconnected molecules or ions with the total composition C4H5NO2. The level of theory is the ωB97M-V functional and the def2-TZVPD basis.

Results
electronic energy: -9809.4042 eV
largest force on an atom: 0.014 hartree/bohr
molar mass: 99.09 u
total charge: 0
highest occupied orbital energy: -9.46 eV

CARTESIAN COORDINATES (ANGSTROEM)
H 0.253 1.924 0.589
O -0.083 -1.138 -0.714
H 0.236 0.321 1.530
C 2.021 -1.085 -0.185
N 2.273 -0.083 0.356
C -0.254 0.136 -0.589
C 0.219 0.832 0.570
H -0.352 0.772 -1.488
H -1.897 -0.663 0.825
O -2.720 0.829 -0.331
C -1.831 0.195 0.127
H 2.134 -2.053 -0.646



9.
This record from OMol25 describes a single C4H5NO2 molecule. The level of theory is the ωB97M-V functional and the def2-TZVPD basis.

Results
electronic energy: -9812.5477 eV
largest force on an atom: 0.126 hartree/bohr
molar mass: 99.09 u
SMILES: CC1=NCOC1=O
total charge: 0
highest occupied orbital energy: -9.31 eV

CARTESIAN COORDINATES (ANGSTROEM)
H 1.196 -2.371 0.215
H 1.989 -1.181 -1.014
C -0.801 1.684 -0.069
H -0.837 2.202 0.942
C 1.402 -1.250 -0.072
H -0.863 2.330 -0.912
H 2.208 -0.902 0.646
C -1.401 -0.532 0.082
O -1.882 0.719 -0.046
C 0.434 -0.186 0.019
N 0.526 1.022 -0.034
O -1.970 -1.536 0.242



10.
This record from OMol25 describes a single C4H5NO2 molecule. The level of theory is the ωB97M-V functional and the def2-TZVPD basis.

Results
electronic energy: -9809.0406 eV
largest force on an atom: 0.081 hartree/bohr
molar mass: 99.09 u
total charge: 0
⟨S²⟩: 2.012
2S+1: 3
highest occupied orbital energy (alpha / beta): -6.20 / -11.30 eV

CARTESIAN COORDINATES (ANGSTROEM)
O 0.896 -0.881 -0.026
H -1.593 -0.473 -0.164
N 3.342 -0.722 0.012
O 4.958 0.964 0.025
C 0.388 0.333 0.016
H 2.183 -2.371 0.107
C -1.099 0.409 0.042
C 2.112 -1.362 -0.152
H -1.273 1.091 -0.685
H 0.941 1.354 0.053
C 4.067 0.227 -0.038
H -1.553 0.542 1.060



- What is the total charge in the ninth record?
  0